70
Properties=species:S:1:pos:R:3:forces:R:3 method="wB97M-V/def2-TZVPD" total_energy_ev=-45504.2585 homo_energy_ha=-0.149 charge=-1 gap_ev=6.99
Pd -0.34882 -0.51758 -0.21517 1.90 0.11 -1.05
C 4.38990 1.63224 -2.18223 0.06 0.04 0.02
C 3.19106 0.68451 -2.18022 -0.07 0.00 0.04
C 2.70327 0.42340 -3.60691 0.06 0.05 0.00
C 3.49960 -0.62034 -1.46993 -0.05 -0.05 0.01
C 4.51720 -1.41551 -1.97233 -0.01 -0.13 0.03
C 4.81121 -2.64884 -1.40782 0.00 0.11 -0.06
C 4.07032 -3.07542 -0.32437 -0.03 0.02 0.07
C 3.05567 -2.29405 0.22991 0.01 -0.04 0.06
C 2.29764 -2.88841 1.39880 0.22 -0.27 0.09
C 2.04709 -1.96326 2.58451 -0.01 0.14 -0.01
C 1.02387 -3.56368 0.89856 -0.22 0.07 -0.13
C 2.76211 -1.05073 -0.34086 -0.37 0.20 -0.24
N 1.74365 -0.18273 0.15968 0.46 -0.15 0.52
C 2.27721 0.90260 0.81639 -0.53 -0.10 -0.12
C 3.59964 0.99936 1.29429 0.15 -0.09 -0.03
C 4.08520 2.12077 1.94673 -0.15 0.12 0.03
C 3.27016 3.22236 2.17067 0.16 -0.06 0.01
C 1.96078 3.16921 1.71159 -0.17 0.00 -0.05
C 1.50000 2.05137 1.05761 0.05 0.16 0.18
F 0.22011 2.08502 0.61183 0.01 0.09 0.02
H 4.09883 2.61049 -2.56968 -0.01 0.03 -0.02
H 5.19575 1.25485 -2.81740 0.01 -0.04 -0.01
H 4.78947 1.77162 -1.17680 -0.04 0.01 0.01
H 2.37733 1.16916 -1.64374 0.00 0.00 0.01
H 3.47689 -0.07746 -4.19497 -0.01 -0.01 -0.02
H 2.46615 1.36836 -4.10201 -0.01 0.02 -0.02
H 1.81201 -0.20078 -3.60661 -0.08 -0.07 0.03
H 5.07580 -1.06880 -2.83341 0.05 -0.02 -0.04
H 5.60318 -3.26707 -1.81062 0.03 -0.02 -0.02
H 4.28015 -4.03860 0.12805 0.02 -0.03 0.00
H 2.94816 -3.68819 1.78174 -0.05 0.05 -0.06
H 1.24679 -1.25316 2.38632 0.14 -0.08 -0.04
H 2.93721 -1.38871 2.83595 0.14 0.02 0.00
H 1.77183 -2.56089 3.45646 -0.04 0.01 -0.01
H 0.36575 -2.84026 0.39991 0.10 -0.10 0.08
H 0.46170 -4.01937 1.71481 0.00 0.00 0.07
H 1.26295 -4.33790 0.16671 0.03 -0.01 -0.01
H 4.26437 0.16129 1.13460 0.00 -0.04 0.00
H 5.11355 2.12388 2.28576 0.03 0.01 0.02
H 3.63860 4.10321 2.67736 0.02 0.02 0.02
H 1.27307 3.99696 1.83608 0.03 0.02 0.02
O -1.85799 -0.24114 -1.49752 -0.73 -0.54 -0.76
C -1.47880 -0.79091 -2.60320 0.29 -0.01 0.41
O -0.38524 -1.34950 -2.76465 -0.32 0.31 -0.09
C -2.45984 -0.71915 -3.73698 0.07 0.04 -0.12
C -1.97555 -0.66704 -5.03901 -0.04 -0.11 0.01
C -2.85524 -0.61685 -6.10771 -0.01 0.01 -0.05
C -4.22560 -0.63903 -5.88266 0.02 0.00 -0.02
C -4.71024 -0.70093 -4.58448 -0.06 0.02 -0.01
C -3.82975 -0.72670 -3.51398 0.01 0.07 0.09
H -0.90568 -0.68420 -5.19381 0.04 0.01 0.01
H -2.47157 -0.56885 -7.11906 -0.01 0.01 -0.02
H -4.91362 -0.60852 -6.71767 -0.02 0.00 -0.03
H -5.77809 -0.72213 -4.40589 -0.01 0.00 0.00
H -4.19200 -0.74798 -2.49499 0.00 -0.01 0.02
C -1.67785 -0.45106 1.17445 -0.68 0.18 1.02
C -1.66013 -1.64169 2.06762 0.00 0.28 -0.10
C -2.28772 -2.82731 1.67606 0.07 -0.09 0.14
C -2.26796 -3.94152 2.49768 -0.04 0.08 0.01
C -1.62901 -3.88641 3.73205 0.02 -0.13 0.06
C -1.00434 -2.71562 4.13478 -0.07 0.05 -0.05
C -1.02195 -1.60068 3.30807 -0.23 -0.17 0.00
H -1.50250 0.47631 1.73399 -0.05 -0.10 -0.03
H -2.61416 -0.38651 0.61695 -0.06 0.05 0.14
H -2.77624 -2.87072 0.70982 0.01 0.03 -0.02
H -2.75006 -4.85635 2.17595 -0.01 -0.02 0.01
H -1.61426 -4.75940 4.37432 0.00 0.01 -0.01
H -0.49848 -2.66734 5.09205 -0.01 -0.02 0.00
H -0.53379 -0.68640 3.62094 -0.02 0.03 0.00

26
Properties=species:S:1:pos:R:3:forces:R:3 method="wB97M-V/def2-TZVPD" total_energy_ev=-32385.5775 homo_energy_ha=-0.478 charge=+1 gap_ev=8.55
N 1.96319 1.63268 -1.71030 -2.73 -0.57 2.02
C 0.56794 0.91543 -1.94223 1.08 2.48 0.53
C -0.55590 1.84510 -1.29267 -0.03 -1.40 -0.60
N -0.99848 1.83778 -0.10019 0.69 2.25 -0.63
N -0.70486 1.18730 0.95106 -0.74 -1.08 -0.73
C -0.04852 1.20366 2.01228 -0.29 -3.04 0.34
C -0.42921 0.05259 2.94984 1.60 0.42 1.14
O -1.52690 -0.67382 2.49440 2.63 -3.23 1.94
C 0.59687 -0.54314 -1.47488 3.66 2.37 -0.46
N 1.74071 -0.99827 -0.98052 -4.50 -3.32 0.08
O -0.42508 -1.27587 -1.77221 -0.84 -0.60 1.32
S -0.97347 -2.49207 -0.67148 -1.98 0.63 0.80
O 0.08199 -2.69348 0.25461 0.85 -0.62 -0.33
O -1.58372 -3.40982 -1.52983 0.53 -0.30 -0.34
O -2.08262 -1.74553 0.12197 0.27 -0.32 -1.39
H 2.35405 2.00349 -2.57547 -0.38 0.25 0.48
H 1.76500 2.35920 -0.91956 0.93 -1.45 -2.47
H 0.35459 0.96828 -3.01900 0.02 -0.49 0.28
H -1.07391 2.52805 -1.99980 0.50 -0.62 0.56
H 0.85037 1.63826 2.34644 0.93 1.79 -0.18
H 0.38928 -0.66437 3.20261 -0.32 0.47 -0.86
H -0.51131 0.55583 3.93317 -0.95 -0.31 -0.08
H -2.10047 -0.07381 2.16722 -3.37 3.23 -1.68
H 2.58888 -0.50299 -0.89907 0.77 1.22 0.09
H 1.56732 -1.99260 -0.60728 1.32 1.72 -0.46
H -1.80574 -1.66188 1.06090 0.35 0.55 0.64